{"formula": "C19H43Br3ClN3O17P", "method": "ωB97M-V/def2-TZVPD", "homo_ev": -5.55, "lumo_energy_ev": 1.9, "e_tot_ha": -10716.48284, "e_above_lowest_kcal_mol": 20.0, "charge": -1, "orbital_gap_ev": 7.472, "elements": ["Cl", "O", "O", "O", "O", "C", "Br", "Br", "Br", "H", "O", "P", "N", "C", "C", "N", "C", "C", "N", "C", "C", "H", "H", "H", "H", "H", "H", "H", "H", "H", "H", "H", "H", "H", "H", "H", "H", "H", "H", "C", "O", "C", "O", "O", "C", "H", "H", "H", "H", "H", "H", "C", "O", "C", "O", "O", "C", "H", "H", "H", "H", "H", "H", "C", "O", "C", "O", "O", "C", "H", "H", "H", "H", "H", "H", "C", "O", "C", "O", "O", "C", "H", "H", "H", "H", "H", "H"], "xyz": [[-0.605252, 1.973277, 0.813220], [0.498358, 1.222283, 1.387496], [-1.833238, 1.212580, 1.072432], [-0.691636, 3.302455, 1.337880], [-0.505879, 2.085847, -0.626452], [2.333766, 3.278433, 3.975897], [2.338796, 4.961782, 3.019099], [1.152510, 3.183594, 5.523806], [4.120191, 2.816188, 4.517350], [1.993768, 2.499134, 3.302918], [3.352825, -3.945897, 0.913615], [2.585614, -2.742315, 0.504335], [1.986981, -1.861335, 1.817021], [2.868194, -1.780269, 2.965674], [1.032451, -0.744835, 1.720439], [1.204325, -2.984098, -0.460447], [0.053630, -3.619933, 0.119275], [1.547822, -3.575323, -1.757397], [3.466240, -1.608943, -0.392135], [2.899808, -0.576802, -1.246312], [4.875426, -1.445684, -0.056322], [3.742638, -1.134369, 2.841321], [3.122064, -2.788229, 3.301770], [2.347857, -1.422390, 3.860290], [0.718301, -0.424768, 2.710852], [0.179113, -1.002939, 1.096461], [1.533183, 0.116368, 1.265310], [-0.328425, -3.115898, 1.009114], [-0.801896, -3.508327, -0.554971], [0.142372, -4.693330, 0.326803], [1.919579, -4.603166, -1.688108], [0.654871, -3.711096, -2.376278], [2.198327, -2.923565, -2.336213], [1.852027, -0.433617, -0.984581], [3.440662, 0.364945, -1.152287], [2.945606, -0.873688, -2.300288], [5.401177, -1.377998, -1.015585], [5.286298, -2.285865, 0.498269], [5.071640, -0.519033, 0.492766], [4.357450, 3.129581, -4.470580], [4.642668, 2.960389, -3.103707], [3.629345, 3.133142, -2.235774], [2.475437, 3.311634, -2.522936], [4.119215, 2.919162, -1.030848], [3.239272, 2.820192, 0.064862], [4.045396, 4.137110, -4.743981], [3.605816, 2.419744, -4.822717], [5.231153, 2.892844, -5.077989], [2.424303, 3.541025, 0.086900], [3.767439, 2.823260, 1.018941], [2.756416, 1.838021, 0.125148], [-4.358910, -0.762848, -1.436201], [-3.728392, -0.302734, -2.626433], [-2.393219, -0.289762, -2.669277], [-1.779818, 0.324263, -3.499790], [-1.889500, -1.138787, -1.790213], [-0.501141, -1.125559, -1.467949], [-5.425799, -0.696633, -1.640168], [-4.095750, -0.090782, -0.620678], [-4.036857, -1.779903, -1.215919], [-0.163442, -2.136491, -1.253270], [-0.367294, -0.515467, -0.575011], [0.118432, -0.662962, -2.233744], [-5.702729, 2.710087, -2.025198], [-4.926439, 3.354753, -1.048803], [-3.677689, 3.747017, -1.383230], [-3.103620, 3.507819, -2.393235], [-3.113428, 4.442402, -0.400460], [-3.656779, 4.459571, 0.920195], [-5.213810, 1.819641, -2.435488], [-5.762983, 3.355487, -2.906288], [-6.659302, 2.368489, -1.641865], [-3.052894, 5.235381, 1.383458], [-3.644684, 3.479983, 1.390830], [-4.681358, 4.842426, 0.927588], [-3.349495, -0.801908, 1.823738], [-3.024096, -1.974147, 2.560100], [-3.060544, -3.133558, 1.921384], [-3.112858, -3.273585, 0.728605], [-2.982306, -4.104722, 2.822616], [-2.761958, -5.418077, 2.338547], [-2.752210, -0.721720, 0.919338], [-3.070466, 0.050435, 2.441598], [-4.429139, -0.723007, 1.693266], [-1.780843, -5.437319, 1.859244], [-3.519606, -5.737119, 1.623883], [-2.733076, -6.109941, 3.175479]], "forces_ev_per_a": [[-2.2, 0.7, -2.3], [-1.9, 4.5, -0.3], [0.8, 0.7, 0.4], [0.2, 0.2, 1.0], [0.8, -0.5, 0.6], [-0.1, -0.1, 0.1], [-0.3, -0.3, 0.4], [0.1, 0.3, -0.5], [0.2, -0.1, 0.0], [-0.1, 0.2, -0.1], [-0.1, 0.7, -0.3], [-0.8, 1.6, 0.7], [-0.4, -1.6, 0.5], [-0.4, -0.7, 0.8], [2.3, -1.9, -0.5], [2.0, -0.7, 0.3], [-1.2, -0.4, 0.5], [-0.5, -0.4, -0.5], [0.2, -1.0, 0.5], [-0.3, -0.5, 0.1], [0.0, 0.1, -0.9], [0.2, -0.1, -0.1], [0.7, 0.0, -0.4], [-0.3, 0.4, -0.3], [0.0, -0.5, 0.0], [0.1, -0.1, 0.3], [0.9, -1.9, 0.2], [0.6, 0.0, 0.2], [0.1, -0.3, -0.1], [0.4, 0.1, 0.0], [0.5, 0.2, 0.2], [-0.3, 0.4, 0.2], [0.3, -0.2, 0.2], [0.1, 0.3, -0.1], [0.0, -0.1, 0.2], [0.0, 0.1, -0.1], [0.4, 0.0, 0.2], [-0.3, -0.1, 0.0], [-0.1, 0.0, 0.1], [-0.5, -0.3, -1.2], [0.6, 0.3, 0.2], [-1.1, -0.9, -0.6], [0.5, 0.4, 0.0], [1.0, 0.2, 0.6], [-1.4, -0.9, 1.1], [-0.1, 0.1, 0.3], [-0.3, 0.2, 0.3], [0.4, 0.1, 0.6], [0.2, 0.3, -0.3], [0.6, 0.6, -0.4], [-0.1, 0.1, -0.6], [0.1, 0.0, 0.0], [-0.3, 0.4, -0.4], [0.6, 0.1, -1.0], [-0.2, -0.1, 0.3], [0.0, -0.3, 0.7], [0.2, 0.5, -0.1], [0.0, -0.1, 0.1], [-0.1, -0.1, 0.1], [-0.2, 0.1, 0.2], [-0.8, 1.3, -0.7], [-0.2, 0.0, -0.1], [-0.3, -0.1, -0.4], [0.8, -0.7, -1.7], [-0.3, 0.1, 0.9], [0.1, -0.3, 0.8], [-0.3, 0.0, -0.9], [0.0, -0.1, 0.0], [-0.5, 0.9, -0.4], [0.3, 0.0, 0.3], [-0.6, 0.1, 0.2], [0.0, 0.6, 0.3], [0.2, -0.5, 0.5], [0.4, 0.1, 0.1], [-0.1, -0.2, -0.2], [0.1, 0.6, 0.3], [-0.2, -0.5, 0.7], [0.2, 0.7, -0.2], [-0.2, -0.4, -0.3], [-0.2, -0.3, 0.8], [0.5, -0.2, -0.6], [-0.4, -0.3, 0.0], [0.1, -0.4, 0.1], [0.0, -0.3, -0.4], [-0.1, -0.2, -0.1], [0.0, 0.2, 0.0], [-0.2, 0.3, 0.2]], "mulliken_charge": [1.3927, -0.4488, -0.6181, -0.6456, -0.5863, 0.9759, -0.0268, -0.0987, -0.0796, -0.8430, -0.8487, 0.2190, 0.3445, -1.0475, 0.6146, 0.2528, -1.3708, -1.0698, 0.4067, -0.7367, -1.2435, 0.2785, 0.3319, 0.3783, 0.5215, -1.2181, 0.2039, 0.2609, 0.4146, 0.4120, 0.3198, 0.3736, 0.2479, -0.0262, 0.3329, 0.2229, 0.4613, 0.3051, 0.3140, -0.6901, -0.3609, 0.8676, -0.5251, -0.3949, 0.2527, 0.2996, 0.2979, 0.2437, 0.2976, 0.1172, -0.4043, -0.3339, -0.4424, 0.7915, -0.5970, -0.2936, 1.6523, 0.3264, -0.0208, 0.3523, -1.2403, -0.5652, 0.6099, -0.5171, -0.3158, 0.8313, -0.5359, -0.3292, -0.5437, 0.1117, 0.3164, 0.2517, 0.2291, 0.1379, 0.3522, -0.0269, -0.3824, 0.8146, -0.5211, -0.3988, -0.4885, -0.3198, 0.3179, 0.4213, 0.1445, 0.2782, 0.2554]}

***

{"formula": "C4H14N3", "method": "ωB97M-V/def2-TZVPD", "homo_ev": [-17.56, -17.54], "lumo_energy_ev": [-7.3, -13.5], "e_tot_ha": -324.32066, "e_above_lowest_kcal_mol": 55.3, "charge": 2, "orbital_gap_ev": [10.223, 4.001], "spin_multiplicity": 2, "elements": ["N", "C", "C", "C", "N", "C", "N", "H", "H", "H", "H", "H", "H", "H", "H", "H", "H", "H", "H", "H", "H"], "xyz": [[-0.922763, 0.452653, 0.835340], [-0.215543, -0.208827, -0.325767], [1.237636, -0.437051, 0.287407], [1.736046, 0.846237, 0.949939], [1.275092, 2.094265, 0.321965], [-0.841506, -1.542989, -0.784912], [-2.195134, -1.366625, -1.311103], [-1.936137, 0.340871, 0.899638], [-0.721663, 1.478091, 0.797254], [-0.445214, 0.073636, 1.652729], [0.064553, 0.405335, -1.184958], [1.206154, -1.233929, 1.041715], [1.908659, -0.912185, -0.427449], [1.519028, 0.766452, 2.018922], [2.823051, 0.806764, 0.898719], [1.827533, 2.845867, 0.732436], [1.603954, 2.116173, -0.642491], [-0.982894, -2.117282, 0.148882], [-0.194838, -2.131277, -1.445665], [-2.239940, -0.958103, -2.260994], [-2.718831, -2.253493, -1.388106]], "forces_ev_per_a": [[-0.4, 0.3, -1.1], [2.8, -0.8, -0.2], [-1.1, -1.0, -0.2], [1.3, -0.3, -0.3], [-0.1, -0.2, 0.1], [-1.4, 1.3, 3.3], [1.9, -2.3, -2.8], [0.0, -0.1, 0.1], [0.5, -0.1, -0.1], [-0.5, 0.2, 0.5], [-1.2, 0.7, 0.3], [-0.3, 0.1, 0.2], [0.0, 0.6, -0.5], [-0.2, 0.6, -0.1], [0.2, -0.2, 0.2], [-0.4, 0.1, 0.2], [-0.1, -0.1, 0.0], [0.2, -0.4, -0.5], [-0.1, 0.1, -0.6], [-0.4, 1.1, 0.6], [-0.6, 0.3, 0.9]], "mulliken_spin": [0.0053, 0.0149, 0.0032, -0.0005, 0.0016, 0.0478, 0.8822, 0.0000, 0.0005, 0.0004, -0.0056, -0.0009, 0.0018, 0.0004, 0.0018, -0.0001, 0.0000, 0.0072, 0.0611, -0.0087, -0.0125]}

***

{"formula": "CH17O8Pd", "method": "ωB97M-V/def2-TZVPD", "homo_ev": [-13.31, -13.31], "lumo_energy_ev": [-3.7, -6.9], "e_tot_ha": -777.73215, "e_above_lowest_kcal_mol": 0.0, "charge": 1, "orbital_gap_ev": [9.592, 6.415], "spin_multiplicity": 3, "elements": ["Pd", "C", "O", "H", "H", "H", "O", "H", "H", "O", "H", "H", "O", "H", "H", "O", "H", "H", "O", "H", "H", "O", "H", "H", "O", "H", "H"], "xyz": [[-0.565548, -2.905887, 0.354632], [-0.203072, 0.157976, -0.386155], [0.214691, -0.829935, 0.496691], [0.099933, 1.171292, -0.123923], [0.094960, -0.173602, -1.385405], [-1.302360, 0.200385, -0.422836], [0.066237, 3.500281, -1.578532], [0.813594, 3.958626, -1.172998], [0.392115, 3.219458, -2.442780], [0.420022, -3.517699, 2.155884], [0.852346, -2.785649, 2.622001], [0.534539, -4.291636, 2.722715], [-1.867049, -2.434662, -1.329245], [-2.799918, -2.186862, -1.254293], [-1.622582, -2.259084, -2.250387], [1.391634, -1.325283, -3.625149], [1.405333, -0.965244, -2.734459], [2.094174, -0.850934, -4.087599], [-0.846534, -0.676797, 3.150054], [-0.177608, -0.311035, 3.745497], [-0.471011, -0.570557, 2.267787], [-2.463297, 3.630488, -0.189163], [-1.994337, 4.371702, 0.205566], [-1.803590, 3.193769, -0.748126], [2.369555, 0.957709, 2.328909], [3.302490, 1.154848, 2.179684], [2.065296, 0.568330, 1.501640]], "forces_ev_per_a": [[-0.1, 0.4, 0.0], [-0.3, 0.0, 0.2], [-0.3, -0.2, -0.2], [0.5, -0.1, 0.0], [0.0, 0.3, -0.2], [-0.1, -0.3, 0.0], [0.4, -0.3, -0.1], [-0.2, 0.0, 0.0], [-0.1, 0.2, 0.0], [0.6, 0.3, 0.4], [-0.3, -0.1, 0.0], [-0.2, -0.1, -0.3], [-0.3, 0.2, -0.4], [0.2, -0.1, 0.2], [0.1, -0.2, 0.2], [-0.1, 0.1, 0.1], [0.2, 0.0, 0.0], [-0.1, -0.1, 0.0], [0.3, -0.3, 0.0], [-0.2, 0.1, -0.1], [0.0, 0.2, 0.2], [0.0, -0.4, 0.0], [0.0, 0.0, -0.1], [-0.1, 0.5, 0.1], [0.0, -0.1, -0.2], [-0.1, 0.0, 0.1], [0.1, 0.0, 0.1]], "mulliken_spin": [1.0177, -0.0278, 0.7928, 0.0045, 0.0867, 0.0520, 0.0002, 0.0001, -0.0001, 0.0288, -0.0013, 0.0028, 0.0273, 0.0007, -0.0001, 0.0012, -0.0021, -0.0008, 0.0117, 0.0017, 0.0052, 0.0005, -0.0001, 0.0002, 0.0002, -0.0002, -0.0020]}

***

Which of these has the highest charge? C4H14N3